Entry 1:
The following is a quantum chemistry calculation of C44H50EuN12OS3 as an isolated structure, from OMol25.

Geometry as XYZ:
```
111
Properties=species:S:1:pos:R:3:forces:R:3
Eu 0.62777 0.35087 -0.71482 -0.1 0.3 -1.4
C 0.82367 -3.71988 -4.08266 -0.9 0.7 1.2
C 1.17313 -2.37894 -4.16520 0.1 -0.2 -0.5
C 0.40580 -1.41298 -3.53263 -1.6 0.6 -0.1
C -0.79556 -1.73552 -2.83141 1.4 -0.9 -0.1
C -1.14297 -3.10277 -2.76194 -0.6 -0.4 1.2
C -0.31304 -4.05473 -3.32760 0.1 -0.9 -0.5
N -1.35841 -0.75361 -2.00227 -0.4 0.5 1.0
C -2.68029 -0.57899 -1.93201 -0.4 0.8 0.7
C -3.57646 -1.06249 -2.94520 -0.3 0.0 -0.2
C -4.95331 -0.92923 -2.90988 2.1 -0.1 1.5
C -5.54890 -0.35498 -1.74723 0.7 0.4 1.1
C -4.75805 0.11126 -0.68067 -1.6 -0.1 -1.7
C -3.34573 0.15239 -0.79583 1.2 -0.7 0.6
N -2.77334 0.84257 0.23540 1.0 0.0 -2.2
N -1.49594 1.14365 0.09070 -1.1 -0.9 -0.9
C -1.03945 2.12373 0.92008 -0.9 1.0 3.6
C -1.78966 2.69310 1.98374 -0.7 -0.6 -0.4
C -1.11457 3.43329 2.94433 -0.9 0.0 -0.4
C 0.25948 3.66425 2.87691 -0.9 -0.4 -0.4
C 0.86590 3.10877 1.77898 1.8 1.0 -0.5
N 0.25042 2.39298 0.83737 0.7 -1.1 -0.9
H 1.40314 -4.48941 -4.52085 0.5 -0.5 -0.4
H 2.02118 -2.07373 -4.78409 -0.2 -0.1 0.3
H 0.52489 -0.34860 -3.75529 0.5 -0.3 0.3
H -1.99304 -3.52165 -2.13198 0.9 1.0 -0.9
H -0.57618 -5.12689 -3.18918 0.2 0.9 -0.2
H -3.07515 -1.51225 -3.79479 -0.3 -0.1 -0.1
H -5.51441 -1.38100 -3.70177 -0.5 0.2 -0.3
H -6.62287 -0.27759 -1.74125 -0.2 0.1 0.3
H -5.18264 0.61802 0.20590 0.1 -0.5 -0.7
H -2.87667 2.42312 2.01850 1.2 0.6 0.2
H -1.69769 3.88918 3.72596 -0.1 0.0 0.3
H 0.74601 4.28002 3.62109 0.3 -0.2 -0.2
H 1.92899 3.32872 1.57034 -0.6 -0.4 0.2
C 4.49213 1.93783 -5.79835 -0.3 1.1 0.6
C 5.11360 2.27678 -4.42405 -0.5 0.1 -0.2
N 4.72495 1.38855 -3.32818 -0.8 -1.0 1.2
C 5.66862 0.29896 -2.96174 -0.4 0.1 1.0
C 6.60256 0.64448 -1.74498 -0.3 -1.2 -1.0
C 3.62606 1.61821 -2.57692 0.6 0.0 0.6
S 3.40154 0.72463 -1.04572 -0.1 0.2 -0.9
N 2.86897 2.67682 -2.93086 -0.6 -0.5 -0.9
C 1.54869 2.62684 -3.04449 0.5 0.1 0.2
O 0.78352 1.68473 -2.63377 0.2 -0.7 0.8
C 0.86919 3.75008 -3.76773 -0.1 -0.7 0.7
C 1.53249 4.95205 -3.95662 -0.4 -0.6 0.0
C 0.83427 5.96863 -4.57061 0.9 1.6 -0.6
C -0.44788 5.81581 -5.08634 0.7 -0.9 1.2
C -1.10876 4.62485 -4.79653 -1.2 0.6 -0.7
C -0.46955 3.59657 -4.14651 0.2 -0.3 -0.1
H 4.94784 2.71149 -6.46447 -0.6 -0.8 0.1
H 3.37307 2.11726 -5.73777 1.3 -0.5 -0.3
H 4.76609 0.92923 -6.12724 -0.3 0.2 -0.1
H 4.73222 3.28026 -4.14148 0.8 -0.5 -0.2
H 6.20855 2.18034 -4.48693 -0.4 0.5 0.1
H 6.22890 0.02205 -3.84386 0.3 0.4 -0.3
H 5.11985 -0.64183 -2.72859 0.0 0.9 0.0
H 6.75389 1.66399 -1.47779 -0.4 1.1 -0.3
H 7.58910 0.29939 -2.02964 0.3 -0.4 0.3
H 6.23575 0.15788 -0.84454 0.2 -0.2 -0.1
H 2.56266 5.01432 -3.62408 -0.2 0.3 0.0
H 1.34455 6.94334 -4.67387 -0.3 -0.6 -0.1
H -0.89881 6.60880 -5.63045 -0.4 0.5 -0.2
H -2.17873 4.53289 -5.05822 0.8 -0.1 0.0
H -1.01272 2.66470 -4.00332 0.3 0.2 0.3
N -0.20259 -0.37388 3.39461 -1.5 -0.9 -0.2
C 0.99041 0.16453 3.69713 1.0 -1.0 0.4
N 1.92271 0.42296 2.82447 -0.8 0.4 0.1
C 2.99418 1.00578 3.46318 1.7 -0.3 1.5
C 4.18656 1.58308 2.90315 -1.9 -0.9 0.9
C 5.02557 2.18819 3.81194 1.5 -0.1 0.5
C 4.93781 2.09565 5.21264 -0.8 0.7 -1.1
C 3.78238 1.54754 5.73164 1.4 0.0 1.2
C 2.89176 0.92679 4.92585 0.8 1.5 -3.2
S 1.42986 0.30708 5.42754 -2.0 -0.6 -0.9
H -0.31579 -0.88862 2.52385 0.4 0.4 0.1
H -0.72517 -0.85954 4.12263 0.3 0.4 -0.1
H 4.45930 1.48289 1.85197 -0.5 0.4 0.2
H 5.89043 2.71761 3.44242 0.2 -0.1 -0.3
H 5.69228 2.57759 5.82266 -0.2 -0.1 0.0
H 3.58948 1.53783 6.78495 0.1 0.0 0.6
N -0.16118 -2.79178 0.71900 0.6 0.1 0.7
C 0.18331 -3.83473 1.51851 0.0 0.4 -1.2
C 1.53518 -3.91254 1.55154 1.0 1.0 -0.4
C 2.00092 -2.78710 0.81923 -2.6 0.3 0.2
N 0.94824 -2.06910 0.32570 0.3 -1.4 0.2
H -1.06837 -2.67544 0.28652 0.2 0.4 0.1
H -0.51057 -4.47207 1.99682 -0.8 -0.4 0.1
H 2.09916 -4.67040 2.05112 0.3 0.0 0.2
H 2.97581 -2.40408 0.72187 1.0 0.3 -0.2
C -6.12434 -2.66448 2.88896 -0.7 0.3 0.9
N -4.88986 -3.38844 2.88366 0.6 -0.9 -1.2
C -4.50083 -3.95770 1.57117 0.4 -0.7 0.5
C -4.01073 -3.33345 3.89085 -0.1 0.8 2.3
S -2.35399 -3.45725 3.70982 0.4 -0.2 -0.5
N -4.53533 -3.10011 5.17493 -0.2 0.1 -1.4
C -3.67962 -2.68584 6.28947 0.5 0.0 -0.3
C -5.81768 -3.71018 5.51551 0.0 0.2 0.4
H -6.40605 -2.39552 1.87253 0.3 0.5 0.1
H -6.02817 -1.81382 3.59480 -0.2 -0.2 -0.7
H -6.91988 -3.30965 3.24611 -0.4 0.1 0.1
H -5.40702 -3.94629 0.92060 1.0 0.4 0.3
H -4.25123 -5.05105 1.67566 0.0 1.1 0.1
H -3.58281 -3.40850 1.21915 -1.1 -0.5 -0.2
H -3.22110 -3.55858 6.75238 -0.1 -0.2 0.2
H -4.18536 -2.07705 7.07364 0.0 -0.4 -0.9
H -2.83111 -2.15006 5.85648 -0.3 0.2 0.3
H -5.98418 -4.61043 4.91936 0.1 0.0 0.2
H -6.68150 -3.04982 5.36118 0.2 -0.1 0.2
H -5.75953 -3.96066 6.57772 -0.2 -0.2 -0.2
```
Positions in Å, forces in eV/Å.

Calculated values
* HOMO level (spin up / spin down): -9.65 / -9.69 eV
* charge: +1
* 2S+1: 7
* expectation value of S²: 12.0154
* E_LUMO (spin up / spin down): -3.99 / -3.60 eV

Mulliken atomic charge list, values in e, 4 entries:
1. Eu 0.993
2. C -0.806
3. C -0.656
4. C -0.256



Entry 2:
The following is a quantum chemistry calculation of C37H53KN11O5PSe2 as an isolated structure, from OMol25.

Geometry as XYZ:
```
110
Properties=species:S:1:pos:R:3:forces:R:3
K 0.15272 0.09971 -0.15965 -0.3 0.0 0.3
N -1.30828 -2.54288 -0.35980 0.0 0.0 0.0
N -0.64676 -3.46641 -1.17525 0.0 0.0 0.1
C 0.14667 -2.98333 -2.15517 -0.1 0.0 0.0
N 0.80755 -3.86374 -2.92017 0.0 0.0 0.0
N 0.11189 -1.66471 -2.27758 0.1 0.0 0.0
N 0.97130 -1.02711 -3.10751 0.0 0.0 0.1
O 1.82551 -1.60725 -3.78408 0.0 -0.1 0.0
O 0.83912 0.18439 -3.10025 0.2 0.0 -0.2
H -1.46756 -2.91687 0.56352 0.0 0.0 0.0
H -2.15718 -2.18440 -0.78760 0.0 0.0 0.1
H -0.99064 -4.41138 -1.25432 0.0 0.0 -0.1
H 0.90909 -4.81065 -2.60063 0.0 0.0 0.0
H 1.47348 -3.47289 -3.57135 0.0 0.0 0.0
C -3.76752 1.49419 2.72780 0.0 0.1 0.0
O -3.55342 0.39710 1.84028 0.0 -0.1 0.1
C -2.43281 0.44008 1.01761 0.0 0.2 -0.2
O -1.75355 1.47624 1.11138 -0.1 -0.1 0.2
H -2.88606 1.70678 3.33566 0.0 0.0 0.0
H -4.01811 2.40487 2.18048 0.0 0.0 0.0
H -4.60009 1.21719 3.37244 0.0 0.0 0.0
C 3.03740 2.68284 1.54230 0.0 0.0 0.0
O 2.39110 3.65454 0.72631 -0.1 -0.1 0.1
H 3.25932 3.15415 2.49765 0.0 0.0 0.0
H 3.97790 2.35298 1.09234 0.0 0.0 0.0
H 2.40866 1.80941 1.74421 0.0 0.0 -0.1
H 2.05672 3.24130 -0.09045 -0.1 0.1 0.0
Se 3.86667 0.71271 -1.60872 0.2 -0.2 0.1
N 5.12281 -0.45866 -2.04515 -0.1 0.2 -0.1
C 4.75282 -1.61282 -1.53234 -0.1 -0.1 0.1
C 5.46695 -2.84217 -1.66476 0.0 0.1 0.0
C 4.92073 -3.93672 -1.08840 0.0 0.0 0.0
C 3.66829 -3.83474 -0.39165 0.0 0.0 0.0
N 2.97615 -2.75000 -0.23526 0.0 0.0 0.0
C 3.51489 -1.61686 -0.78328 0.2 -0.1 -0.1
N 2.91129 -0.45097 -0.67791 -0.2 0.2 -0.2
H 6.39970 -2.85882 -2.21195 0.0 0.0 0.0
H 5.40011 -4.90477 -1.14070 0.0 0.0 0.0
H 3.25312 -4.73902 0.04705 0.0 0.0 0.0
N -2.84231 -0.11806 -2.09313 -0.1 0.2 0.0
C -4.05846 0.46145 -2.47031 0.1 -0.1 0.0
C -5.12635 0.49407 -1.56880 0.0 0.0 0.0
C -6.34055 1.04650 -1.94335 0.0 0.0 0.0
C -6.52075 1.57335 -3.21658 0.0 0.0 0.0
C -5.46319 1.53548 -4.11520 0.0 0.0 0.0
C -4.24476 0.98354 -3.75078 0.0 0.0 0.0
H -2.05343 0.25534 -2.60784 0.0 -0.1 0.0
H -2.67964 -0.01809 -1.08550 0.0 -0.1 0.1
H -4.98485 0.09753 -0.56904 0.0 0.0 0.0
H -7.15457 1.06697 -1.22888 0.0 0.0 0.0
H -7.47034 2.00443 -3.50481 0.0 0.0 0.0
H -5.58469 1.94158 -5.11190 0.0 0.0 0.0
H -3.42189 0.96262 -4.45673 0.0 0.0 0.0
C -0.27036 -1.49451 6.35921 0.0 0.0 0.0
C -0.70824 -1.75723 4.91879 0.0 0.0 0.0
C -1.96461 -0.92293 4.63494 0.0 0.0 0.0
C -1.07206 -3.23379 4.74306 0.0 0.0 0.0
P 0.52548 -1.26661 3.57602 0.0 0.0 0.0
C 1.02195 0.39931 4.17273 0.0 0.0 0.0
C 0.30418 1.45648 3.61120 0.0 0.0 0.0
C 0.51402 2.76587 4.02451 0.0 0.0 0.0
C 1.47431 3.04849 4.98221 0.0 0.0 0.0
C 2.21744 2.01068 5.53121 0.0 0.0 0.0
C 1.98440 0.70099 5.13949 0.0 0.0 0.0
C 2.06537 -2.35321 3.68919 0.0 0.0 0.0
C 2.55441 -2.84466 5.05275 0.0 0.0 0.0
C 1.76202 -3.58537 2.81978 0.0 0.0 0.0
C 3.18619 -1.56617 2.99552 0.0 0.0 0.0
H -1.07898 -1.78573 7.03706 0.0 0.0 0.0
H -0.07028 -0.43534 6.52272 0.0 0.0 0.0
H 0.61693 -2.05918 6.64154 0.0 0.0 0.0
H -2.75368 -1.21801 5.33353 0.0 0.0 0.0
H -2.33356 -1.06322 3.61764 0.0 0.0 0.0
H -1.77830 0.14185 4.78210 0.0 0.0 0.0
H -1.93028 -3.47075 5.37808 0.0 0.0 0.0
H -0.25754 -3.89956 5.02976 0.0 0.0 0.0
H -1.35334 -3.45197 3.70985 0.0 0.0 0.0
H -0.43439 1.26805 2.83972 0.0 0.0 0.0
H -0.08431 3.55488 3.58885 0.0 0.0 0.0
H 1.64734 4.06859 5.30281 0.0 0.0 0.0
H 2.97198 2.21980 6.27952 0.0 0.0 0.0
H 2.55727 -0.08834 5.60471 0.0 0.0 0.0
H 1.82691 -3.49850 5.53353 0.0 0.0 0.0
H 2.78704 -2.03560 5.74256 0.0 0.0 0.0
H 3.47082 -3.42681 4.91041 0.0 0.0 0.0
H 0.96043 -4.19385 3.23867 0.0 0.0 0.0
H 2.65900 -4.21186 2.76261 0.0 0.0 0.0
H 1.48752 -3.28882 1.80677 0.0 0.0 0.0
H 3.55344 -0.74393 3.60867 0.0 0.0 0.0
H 2.84702 -1.15601 2.04102 0.0 0.0 0.0
H 4.02544 -2.23819 2.78917 0.0 0.0 0.0
C -3.21349 3.66725 -1.32046 0.0 0.0 0.0
N -2.25540 4.18804 -0.36864 0.0 -0.1 0.0
C -0.93123 3.92706 -0.36264 0.0 0.1 0.0
Se 0.01183 3.05524 -1.68761 0.2 -0.1 0.0
N -0.41699 4.48189 0.75614 0.1 -0.1 0.0
C -1.41902 5.08325 1.49551 0.0 0.0 0.0
C -1.40785 5.78110 2.69222 0.0 0.0 0.0
C -2.62595 6.24961 3.16184 0.0 0.0 0.0
C -3.80964 6.03491 2.45241 0.0 0.0 0.0
C -3.81534 5.35126 1.24590 0.0 0.0 0.0
C -2.59764 4.88321 0.78056 0.0 0.0 0.1
H -2.69931 3.43433 -2.24850 0.0 0.0 0.0
H -3.98045 4.41711 -1.50842 0.0 0.0 0.0
H -3.66765 2.76010 -0.92463 0.0 0.0 0.0
H 0.55829 4.35569 1.02049 0.0 0.0 -0.1
H -0.48851 5.95352 3.23642 0.0 0.0 0.0
H -2.66011 6.79420 4.09590 0.0 0.0 0.0
H -4.74152 6.41144 2.85234 0.0 0.0 0.0
H -4.73269 5.18283 0.69815 0.0 0.0 0.0
```
Positions in Å, forces in eV/Å.

Calculated values
* HOMO level: -6.63 eV
* charge: 0
* E_LUMO: -1.46 eV

Mulliken atomic charge list, values in e, 4 entries:
1. K 1.331
2. N -0.437
3. N -0.304
4. C 0.325



Computed total energy (Eh) in order:
-4343.70306; -8164.29792
Computed energy above the lowest of the compared OMol25 structures with the same formula, charge and spin (kJ/mol) in order:
0.00; 230.31
Computed F_max (eV/A) in order:
3.83; 0.40